C6H10O | the ωB97M-V functional and the def2-TZVPD basis

Each line ends with the Mulliken charge.
Cartesian coordinates (Å):
1 O 0.673 -1.719 1.028  -0.740
2 C 1.775 -1.171 0.676  0.067
3 C 2.127 -0.710 -0.571  -1.003
4 C 0.123 1.159 0.121  -0.817
5 C -1.152 1.281 -0.415  0.133
6 C -1.041 -0.349 -0.604  -0.162
7 C -2.192 0.322 0.049  -0.478
8 H 2.504 -0.960 1.486  0.335
9 H 3.112 -0.278 -0.727  0.297
10 H 1.568 -0.994 -1.460  0.299
11 H 0.968 1.662 -0.332  0.271
12 H 0.283 0.682 1.083  0.465
13 H -1.312 1.844 -1.330  0.319
14 H -1.050 -0.559 -1.669  0.251
15 H -0.379 -1.024 0.055  0.244
16 H -3.130 0.389 -0.496  0.265
17 H -2.294 0.151 1.119  0.254

Results
ΔE to the lowest compared entry with this formula, charge and spin = 107.17 kcal per mole
total charge = 0
gap between HOMO and LUMO = 7.0 eV

C3H8N2O2 | the ωB97M-V functional and the def2-TZVPD basis

Each line ends with the Mulliken charge.
Cartesian coordinates (Å):
1 N 2.223 -0.002 0.509  -0.355
2 C 1.016 -0.604 0.377  0.267
3 O 0.875 -1.813 0.397  -0.629
4 C -0.163 0.349 0.247  0.503
5 N 0.218 1.560 -0.477  -0.717
6 C -1.385 -0.387 -0.306  -0.693
7 O -2.497 0.486 -0.358  -0.524
8 H 3.067 -0.541 0.439  0.251
9 H 2.252 1.000 0.413  0.253
10 H -0.377 0.678 1.266  0.201
11 H 0.393 1.344 -1.459  0.224
12 H -0.572 2.199 -0.451  0.271
13 H -1.619 -1.197 0.374  0.284
14 H -1.111 -0.844 -1.260  0.344
15 H -2.677 0.764 -1.263  0.320

Results
ΔE to the lowest compared entry with this formula, charge and spin = 14.11 kcal per mole
SMILES = NC(=O)[C@@H](N)CO
total charge = 0
gap between HOMO and LUMO = 10.2 eV

C7H13NO | the ωB97M-V functional and the def2-TZVPD basis

Each line ends with the Mulliken charge.
Cartesian coordinates (Å):
1 C -0.531 2.749 -1.341  -1.047
2 C 0.187 1.867 -0.716  0.092
3 C 0.917 0.970 -0.109  0.669
4 C 2.221 1.316 0.556  -1.236
5 N 0.495 -0.356 -0.124  0.216
6 O 1.402 -1.337 0.299  -0.486
7 C -0.910 -0.769 0.075  0.609
8 C -1.253 -1.925 -0.862  -1.458
9 C -1.156 -1.142 1.538  -1.430
10 H -0.061 3.564 -1.878  0.265
11 H -1.610 2.656 -1.375  0.262
12 H 3.035 0.681 0.192  0.311
13 H 2.132 1.185 1.640  0.264
14 H 2.505 2.357 0.368  0.358
15 H 1.915 -1.511 -0.512  0.357
16 H -1.589 0.056 -0.173  0.100
17 H -2.290 -2.245 -0.717  0.401
18 H -0.605 -2.791 -0.697  0.304
19 H -1.138 -1.618 -1.907  0.371
20 H -0.901 -0.308 2.200  0.347
21 H -0.555 -2.005 1.844  0.304
22 H -2.209 -1.395 1.701  0.427

Results
ΔE to the lowest compared entry with this formula, charge and spin = 111.38 kcal per mole
SMILES = C=C=C(C)N(O)C(C)C
total charge = 0
gap between HOMO and LUMO = 7.8 eV

H30O15 | the ωB97M-V functional and the def2-TZVPD basis

Each line ends with the Mulliken charge.
Cartesian coordinates (Å):
1 H 0.131 -0.151 0.236  0.114
2 H -0.462 1.175 0.234  0.307
3 H 1.044 1.055 1.582  0.213
4 H 0.065 1.537 2.507  0.357
5 H -2.315 0.201 -1.513  0.259
6 H -1.762 1.734 -1.746  0.346
7 H 2.604 -0.446 3.538  0.334
8 H 2.161 0.139 4.845  0.279
9 H 2.613 -0.820 -2.473  0.293
10 H 4.028 -0.425 -2.041  0.293
11 H -4.666 -2.173 -1.167  0.229
12 H -3.973 -0.893 -1.182  0.286
13 H 2.162 -1.773 1.664  0.310
14 H 3.550 -1.378 1.263  0.216
15 H 0.509 1.770 -0.963  0.358
16 H 1.362 0.840 -1.848  0.307
17 H 0.759 3.506 1.711  0.420
18 H 0.277 4.951 1.933  0.298
19 H -1.759 -4.087 -0.147  0.318
20 H -2.120 -3.741 1.284  0.264
21 H 3.202 -5.160 -0.106  0.304
22 H 2.307 -3.976 -0.278  0.301
23 H 1.374 4.478 -0.056  0.364
24 H 1.327 5.485 -1.152  0.299
25 H -0.205 -2.190 -2.374  0.313
26 H -0.238 -1.782 -3.855  0.292
27 H -3.358 2.410 -2.449  0.294
28 H -4.374 2.102 -1.390  0.233
29 H -3.393 -1.848 1.492  0.276
30 H -3.017 -1.066 2.657  0.278
31 O -0.308 0.523 -0.354  -0.371
32 O 0.904 1.794 2.233  -0.647
33 O -1.620 0.729 -1.916  -0.633
34 O 2.899 -0.016 4.345  -0.584
35 O 3.089 -0.547 -1.661  -0.563
36 O -3.964 -1.785 -0.792  -0.484
37 O 2.688 -1.089 1.222  -0.559
38 O 1.410 1.532 -1.165  -0.675
39 O 0.285 4.297 1.220  -0.721
40 O -1.331 -3.956 0.698  -0.599
41 O 3.213 -4.131 -0.009  -0.597
42 O 1.970 4.811 -0.721  -0.638
43 O -0.347 -2.484 -3.292  -0.612
44 O -3.588 1.805 -1.715  -0.538
45 O -3.134 -0.957 1.699  -0.534

Results
ΔE to the lowest compared entry with this formula, charge and spin = 177.71 kcal per mole
total charge = 0
gap between HOMO and LUMO = 8.5 eV

C18H19N3OS | the ωB97M-V functional and the def2-TZVPD basis

Each line ends with the Mulliken charge.
Cartesian coordinates (Å):
1 C -2.714 -1.638 -1.684  -1.236
2 C -3.682 -0.966 -0.761  0.819
3 C -4.866 -1.568 -0.376  -0.549
4 C -5.748 -0.932 0.484  -0.655
5 C -5.442 0.325 0.964  -0.775
6 C -4.261 0.949 0.593  -0.615
7 C -3.379 0.314 -0.270  0.934
8 O -2.202 0.843 -0.726  -0.438
9 C -1.685 2.009 -0.139  -0.791
10 C -1.129 1.769 1.261  -0.740
11 S 0.170 0.492 1.251  -0.123
12 C 1.429 1.414 0.493  0.313
13 N 1.378 2.684 0.199  -0.221
14 N 2.543 3.010 -0.387  -0.941
15 C 3.286 1.948 -0.465  0.906
16 C 4.656 1.891 -1.022  -1.324
17 N 2.623 0.873 0.088  0.317
18 C 3.061 -0.456 0.234  -0.018
19 C 2.999 -1.072 1.478  -0.064
20 C 3.436 -2.376 1.616  -0.754
21 C 3.938 -3.064 0.524  -0.408
22 C 3.996 -2.448 -0.714  -0.676
23 C 3.557 -1.146 -0.866  -0.217
24 H -2.595 -1.052 -2.594  0.289
25 H -1.735 -1.704 -1.211  0.230
26 H -3.055 -2.636 -1.944  0.394
27 H -5.100 -2.553 -0.753  0.345
28 H -6.667 -1.418 0.775  0.377
29 H -6.119 0.833 1.635  0.376
30 H -4.049 1.934 0.980  0.330
31 H -2.431 2.813 -0.101  0.308
32 H -0.872 2.329 -0.795  0.490
33 H -1.893 1.381 1.935  0.539
34 H -0.688 2.681 1.656  0.481
35 H 5.264 1.178 -0.469  0.327
36 H 5.097 2.882 -0.961  0.359
37 H 4.634 1.593 -2.070  0.262
38 H 2.612 -0.528 2.326  0.539
39 H 3.387 -2.854 2.583  0.383
40 H 4.281 -4.081 0.638  0.403
41 H 4.380 -2.984 -1.569  0.375
42 H 3.583 -0.668 -1.834  0.446

Results
ΔE to the lowest compared entry with this formula, charge and spin = 43.32 kcal per mole
SMILES = Cc1ccccc1OCCSc1nnc(C)n1-c1ccccc1
total charge = 0
gap between HOMO and LUMO = 9.0 eV

C73H88ClF8N4O6 | the ωB97M-V functional and the def2-TZVPD basis

Each line ends with the Mulliken charge.
Cartesian coordinates (Å):
1 C -3.804 5.801 2.390  -1.450
2 C -4.429 5.112 1.137  1.033
3 C -4.948 3.708 1.524  -0.715
4 C -5.021 2.737 0.328  -0.689
5 O -3.807 2.657 -0.448  0.054
6 C -3.021 1.510 -0.249  -1.210
7 N -2.943 1.286 1.172  -0.282
8 N -3.813 0.345 -0.806  0.399
9 C -3.012 -0.743 -1.454  -2.081
10 C -2.283 -1.630 -0.427  -0.329
11 C -2.583 -3.106 -0.731  -0.256
12 O -3.672 -3.452 -0.837  -0.414
13 Cl -1.295 -4.291 -0.884  -0.039
14 C -2.109 -0.059 -2.507  1.567
15 C -2.977 0.680 -3.564  -2.318
16 C -2.118 1.310 -4.683  -0.706
17 C -2.947 2.243 -5.610  -0.459
18 C -4.112 1.480 -6.231  0.408
19 O -5.105 2.054 -6.508  -0.573
20 O -3.958 0.170 -6.485  -0.430
21 C -1.310 -1.168 -3.268  -0.869
22 C 0.175 -0.824 -3.465  -1.027
23 C 1.044 -1.246 -2.286  0.448
24 N 2.262 -0.604 -2.103  -0.307
25 O 0.720 -2.109 -1.545  -0.529
26 O -1.146 0.736 -1.844  0.190
27 C -1.635 1.781 -0.982  1.799
28 C -1.646 3.102 -1.833  -2.150
29 C -1.387 4.426 -1.072  -0.747
30 C -2.085 5.571 -1.873  -0.176
31 C -1.126 6.737 -2.212  -1.576
32 C -0.506 1.932 0.091  -1.979
33 C 0.901 2.137 -0.519  -0.679
34 C 1.697 3.308 0.162  -1.355
35 C 2.797 2.792 1.126  -0.889
36 N 3.811 2.083 0.316  -0.579
37 H -3.644 5.099 3.216  0.359
38 H -2.838 6.267 2.159  0.385
39 H -4.440 6.602 2.777  0.318
40 H -3.655 4.978 0.380  -1.137
41 H -5.263 5.741 0.819  0.646
42 H -5.988 3.827 1.843  0.298
43 H -4.427 3.267 2.382  0.430
44 H -5.776 3.177 -0.340  0.494
45 H -5.441 1.780 0.660  0.265
46 H -2.378 0.487 1.431  0.279
47 H -2.712 2.124 1.687  0.257
48 H -4.565 0.660 -1.426  0.824
49 H -4.299 -0.077 -0.003  1.047
50 H -3.728 -1.359 -2.012  1.214
51 H -2.767 -1.466 0.548  0.610
52 H -1.212 -1.428 -0.338  0.078
53 H -3.603 -0.084 -4.046  0.955
54 H -3.637 1.452 -3.138  0.566
55 H -1.251 1.840 -4.277  0.087
56 H -1.694 0.540 -5.337  0.539
57 H -2.285 2.478 -6.453  0.568
58 H -3.278 3.143 -5.095  0.047
59 H -4.834 -0.147 -6.767  0.366
60 H -1.721 -1.332 -4.268  0.551
61 H -1.354 -2.139 -2.760  0.094
62 H 0.354 0.224 -3.724  0.458
63 H 0.553 -1.394 -4.327  0.519
64 H 2.496 -0.037 -2.914  0.270
65 H 2.997 -1.278 -1.912  0.283
66 H -2.531 3.151 -2.474  0.656
67 H -0.809 2.975 -2.528  0.553
68 H -0.318 4.641 -1.169  0.187
69 H -1.673 4.416 -0.019  0.909
70 H -2.490 5.198 -2.821  0.101
71 H -2.928 6.015 -1.329  0.140
72 H -1.711 7.416 -2.849  0.443
73 H -0.861 7.302 -1.313  0.369
74 H -0.269 6.397 -2.801  0.367
75 H -0.471 0.945 0.580  0.873
76 H -0.761 2.645 0.876  0.657
77 H 0.906 2.248 -1.606  0.223
78 H 1.496 1.240 -0.311  0.866
79 H 0.945 3.945 0.648  0.449
80 H 2.136 3.945 -0.620  0.177
81 H 2.292 2.127 1.841  0.293
82 H 3.234 3.663 1.622  0.352
83 H 3.637 2.198 -0.676  0.200
84 H 4.702 2.528 0.512  0.347
85 F -2.593 5.806 -5.511  -0.280
86 C -3.436 6.856 -5.648  0.442
87 C -2.935 8.140 -5.563  -0.358
88 C -3.799 9.215 -5.708  -0.521
89 C -5.153 8.992 -5.927  -0.506
90 C -5.641 7.694 -6.006  -0.449
91 C -4.777 6.616 -5.871  -0.390
92 H -1.878 8.293 -5.384  0.459
93 H -3.418 10.226 -5.650  0.370
94 H -5.827 9.831 -6.037  0.378
95 H -6.695 7.520 -6.173  0.376
96 H -5.137 5.596 -5.939  0.495
97 F 3.301 6.125 1.031  -0.266
98 C 4.600 6.374 0.762  0.350
99 C 5.184 5.776 -0.337  -0.125
100 C 6.519 6.035 -0.616  -0.512
101 C 7.251 6.877 0.210  -0.527
102 C 6.648 7.465 1.314  -0.353
103 C 5.311 7.218 1.591  -0.527
104 H 4.598 5.117 -0.965  0.428
105 H 6.988 5.580 -1.479  0.370
106 H 8.293 7.074 -0.007  0.376
107 H 7.219 8.118 1.961  0.368
108 H 4.821 7.673 2.442  0.419
109 F 4.561 -8.688 0.105  -0.304
110 C 3.693 -7.665 -0.008  0.244
111 C 4.150 -6.372 0.153  -0.381
112 C 3.257 -5.318 0.032  -0.710
113 C 1.918 -5.570 -0.238  0.039
114 C 1.473 -6.877 -0.393  -0.162
115 C 2.366 -7.934 -0.282  -0.542
116 H 5.196 -6.196 0.371  0.537
117 H 3.606 -4.300 0.149  0.502
118 H 1.223 -4.746 -0.328  0.002
119 H 0.429 -7.075 -0.599  0.361
120 H 2.041 -8.959 -0.408  0.430
121 F 5.847 -3.617 1.646  -0.302
122 C 6.395 -4.263 2.699  0.326
123 C 7.651 -3.895 3.138  -0.562
124 C 8.208 -4.557 4.222  -0.323
125 C 7.507 -5.583 4.846  -0.586
126 C 6.247 -5.943 4.389  -0.587
127 C 5.683 -5.275 3.310  -0.089
128 H 8.184 -3.099 2.634  0.408
129 H 9.187 -4.275 4.581  0.372
130 H 7.946 -6.101 5.690  0.454
131 H 5.702 -6.744 4.871  0.391
132 H 4.698 -5.535 2.944  0.507
133 F -6.692 4.740 3.699  -0.185
134 C -7.260 4.126 4.761  0.494
135 C -7.011 2.785 4.974  -0.234
136 C -7.591 2.156 6.068  -0.476
137 C -8.416 2.873 6.924  -0.560
138 C -8.658 4.220 6.691  -0.374
139 C -8.072 4.855 5.605  -0.582
140 H -6.371 2.241 4.291  0.406
141 H -7.399 1.107 6.251  0.356
142 H -8.870 2.380 7.773  0.372
143 H -9.304 4.778 7.356  0.367
144 H -8.243 5.906 5.412  0.404
145 F 9.022 -9.076 -4.406  -0.311
146 C 8.539 -9.760 -3.351  0.400
147 C 8.904 -11.081 -3.180  -0.491
148 C 8.409 -11.782 -2.089  -0.264
149 C 7.551 -11.158 -1.192  -0.653
150 C 7.190 -9.830 -1.382  -0.113
151 C 7.692 -9.123 -2.466  -0.521
152 H 9.568 -11.551 -3.894  0.406
153 H 8.692 -12.815 -1.939  0.367
154 H 7.162 -11.708 -0.345  0.379
155 H 6.520 -9.346 -0.688  0.398
156 H 7.430 -8.085 -2.627  0.418
157 F -10.271 -4.721 -1.001  -0.309
158 C -9.037 -5.115 -1.361  0.305
159 C -7.988 -4.223 -1.255  -0.551
160 C -6.713 -4.632 -1.622  0.182
161 C -6.507 -5.920 -2.099  -0.622
162 C -7.574 -6.802 -2.204  -0.330
163 C -8.849 -6.401 -1.828  -0.479
164 H -8.172 -3.221 -0.888  0.383
165 H -5.880 -3.947 -1.537  0.281
166 H -5.513 -6.236 -2.389  0.391
167 H -7.415 -7.804 -2.579  0.371
168 H -9.691 -7.076 -1.895  0.416
169 F 8.649 -3.116 6.766  -0.303
170 C 8.302 -3.591 7.977  0.290
171 C 9.287 -3.830 8.915  -0.482
172 C 8.926 -4.315 10.164  -0.361
173 C 7.590 -4.563 10.454  -0.481
174 C 6.614 -4.321 9.497  -0.378
175 C 6.969 -3.826 8.250  -0.214
176 H 10.323 -3.638 8.667  0.410
177 H 9.687 -4.501 10.911  0.360
178 H 7.312 -4.946 11.428  0.372
179 H 5.574 -4.518 9.722  0.355
180 H 6.223 -3.624 7.493  0.436

Results
total charge = +1
gap between HOMO and LUMO = 7.5 eV

Number 1: HOMO energy -7.057 eV, calculated total energy -8426.593 eV, LUMO -0.064 eV. Number 2: HOMO energy -9.585 eV, calculated total energy -10316.341 eV, LUMO 0.664 eV. Number 3: HOMO energy -7.047 eV, calculated total energy -11002.923 eV, LUMO 0.713 eV. Number 4: HOMO energy -8.691 eV, calculated total energy -31193.959 eV, LUMO -0.200 eV. Number 5: HOMO energy -8.338 eV, calculated total energy -36327.251 eV, LUMO 0.628 eV. Number 6: HOMO energy -10.025 eV, calculated total energy -129630.065 eV, LUMO -2.574 eV.